Record 1
C61H64N2O7P3RbSSi | the ωB97M-V functional and the def2-TZVPD basis

The largest force on an atom comes out at 2.0 eV Å⁻¹.

Positions of all 140 atoms, in Å:
Rb  -0.31787  -0.33946  -0.26918
C  6.50748  1.73061  -4.01175
C  6.43648  0.63093  -3.16923
C  5.31226  0.42937  -2.38514
C  4.24083  1.32479  -2.41739
C  4.32211  2.42340  -3.27291
C  5.44774  2.62266  -4.06128
P  2.82424  0.95767  -1.27635
C  1.72749  2.33277  -1.84636
C  1.09205  2.11258  -3.07184
C  0.17544  3.01659  -3.58460
C  -0.13145  4.16668  -2.86995
C  0.51504  4.41316  -1.66850
C  1.44127  3.50961  -1.16266
C  3.55626  1.61876  0.27992
C  4.28115  2.81044  0.32145
C  4.79980  3.26204  1.52403
C  4.62270  2.51148  2.67953
C  3.94101  1.30522  2.62734
C  3.39268  0.82989  1.43494
Si  2.51430  -0.88061  1.16910
C  2.65362  -1.65915  2.92761
C  3.64736  -2.55330  3.34098
C  3.68086  -3.06414  4.62820
C  2.70821  -2.69537  5.54910
C  1.69056  -1.84059  5.16509
C  1.64850  -1.33954  3.86116
P  0.33158  -0.20392  3.29936
C  0.77137  1.35794  4.21236
C  0.10079  2.52588  3.83775
C  0.35759  3.73822  4.46013
C  1.30336  3.81034  5.47173
C  1.98291  2.66241  5.84895
C  1.72046  1.45031  5.22723
C  -1.10019  -0.71722  4.36298
C  -1.40254  -2.07683  4.48852
C  -2.53181  -2.49886  5.17031
C  -3.39585  -1.57099  5.73449
C  -3.11557  -0.22014  5.61453
C  -1.98197  0.20397  4.93188
C  4.02855  -1.67045  0.27776
C  5.37042  -1.60955  0.65423
C  6.34095  -2.29507  -0.06249
C  5.98485  -3.05185  -1.17430
C  4.66396  -3.09616  -1.59309
C  3.69583  -2.39431  -0.87409
P  1.92608  -2.32005  -1.29741
C  1.98849  -2.87687  -3.07450
C  2.64824  -1.99067  -3.93771
C  2.64418  -2.18187  -5.30871
C  1.95214  -3.25610  -5.85411
C  1.28147  -4.13276  -5.01635
C  1.29856  -3.94811  -3.63881
C  1.30622  -3.87452  -0.52609
C  2.10336  -4.79718  0.14505
C  1.53795  -5.93928  0.69937
C  0.17520  -6.17496  0.59637
C  -0.63414  -5.25112  -0.05172
C  -0.06882  -4.11049  -0.60032
H  7.38236  1.89282  -4.62887
H  7.25608  -0.07585  -3.12509
H  5.26601  -0.42858  -1.72934
H  3.51240  3.13827  -3.32391
H  5.49519  3.48291  -4.71791
H  1.37932  1.23465  -3.64645
H  -0.30061  2.83031  -4.54057
H  -0.85455  4.87265  -3.25734
H  0.29806  5.31940  -1.11589
H  1.94699  3.74558  -0.23611
H  4.44410  3.38232  -0.58518
H  5.35751  4.19025  1.55884
H  5.03770  2.86050  3.61804
H  3.85077  0.70098  3.52203
H  4.41549  -2.85749  2.64178
H  4.47168  -3.74373  4.92340
H  2.73671  -3.08289  6.56028
H  0.92408  -1.57066  5.88088
H  -0.63617  2.49108  3.04270
H  -0.17595  4.62729  4.14663
H  1.51570  4.75303  5.95980
H  2.72740  2.70710  6.63501
H  2.26708  0.57168  5.54191
H  -0.73256  -2.80795  4.05962
H  -2.73903  -3.55792  5.26084
H  -4.27676  -1.89649  6.27313
H  -3.77532  0.51372  6.06100
H  -1.77206  1.26340  4.87091
H  5.66177  -1.01427  1.51422
H  7.38087  -2.24059  0.23887
H  6.74314  -3.59967  -1.72105
H  4.39507  -3.66732  -2.47316
H  3.18247  -1.14567  -3.51171
H  3.17681  -1.49239  -5.95259
H  1.93736  -3.40699  -6.92613
H  0.74192  -4.97316  -5.43635
H  0.78652  -4.65855  -3.00320
H  3.16831  -4.62985  0.24435
H  2.16986  -6.64921  1.21896
H  -0.25657  -7.06929  1.02730
H  -1.70444  -5.40497  -0.11800
H  -0.70113  -3.37414  -1.08452
O  -0.58541  -0.63415  -3.11798
H  -0.47227  0.24103  -3.50543
H  0.31614  -0.97616  -2.99703
O  -2.74807  -2.33995  -2.11055
H  -2.21759  -2.87662  -2.70889
H  -2.70722  -1.44097  -2.46692
O  -0.53716  -2.16077  1.61430
H  -1.45307  -2.47072  1.46764
H  0.00808  -2.95660  1.66839
O  -3.09309  -2.53142  0.70640
H  -3.32301  -1.61431  0.92032
H  -3.07923  -2.56982  -0.26728
O  0.42319  1.78376  0.78146
H  1.35081  1.98381  0.98771
H  0.21668  1.08440  1.43343
O  -2.18653  2.83120  0.72823
H  -2.46572  2.63416  -0.18258
H  -1.21569  2.88370  0.68007
O  -2.93392  0.37581  1.73593
H  -2.68284  0.22948  2.65938
H  -2.62658  1.28300  1.50095
N  -5.22018  0.90705  -0.09530
C  -4.87152  1.31038  -1.32644
S  -3.28821  1.14820  -1.85363
N  -5.89648  1.85706  -2.03326
C  -5.99551  2.40278  -3.33809
C  -5.21490  2.02816  -4.42852
C  -5.43366  2.62010  -5.66422
C  -6.42581  3.57072  -5.83757
C  -7.22252  3.92272  -4.75960
C  -7.00991  3.34249  -3.52222
H  -4.50302  0.58339  0.54666
H  -6.14675  1.06192  0.26697
H  -6.72698  2.02703  -1.48737
H  -4.45157  1.28097  -4.32108
H  -4.82057  2.31596  -6.50275
H  -6.58346  4.02634  -6.80626
H  -8.01371  4.65056  -4.88181
H  -7.63196  3.62368  -2.67892

Löwdin atomic charge list, values in e, 99 entries:
1. Rb 0.7796
2. C -0.0930
3. C -0.0723
4. C -0.0869
5. C -0.3398
6. C -0.0893
7. C -0.0848
8. P 1.0907
9. C -0.3799
10. C -0.1413
11. C -0.0800
12. C -0.0795
13. C -0.0681
14. C -0.0926
15. C -0.3877
16. C -0.0918
17. C -0.0807
18. C -0.0721
19. C -0.0876
20. C -0.3089
21. Si 0.5943
22. C -0.2847
23. C -0.0847
24. C -0.0798
25. C -0.0852
26. C -0.1146
27. C -0.3857
28. P 1.0977
29. C -0.3327
30. C -0.1234
31. C -0.0756
32. C -0.0877
33. C -0.0797
34. C -0.0856
35. C -0.3413
36. C -0.1033
37. C -0.0695
38. C -0.0892
39. C -0.0830
40. C -0.1034
41. C -0.3378
42. C -0.1034
43. C -0.0847
44. C -0.0872
45. C -0.0887
46. C -0.4268
47. P 0.9219
48. C -0.3677
49. C -0.1233
50. C -0.0784
51. C -0.0938
52. C -0.0849
53. C -0.0792
54. C -0.3638
55. C -0.0602
56. C -0.0739
57. C -0.0840
58. C -0.0751
59. C -0.1468
60. H 0.0996
61. H 0.1041
62. H 0.0711
63. H 0.0977
64. H 0.1012
65. H 0.1038
66. H 0.1092
67. H 0.1046
68. H 0.1091
69. H 0.1015
70. H 0.1077
71. H 0.1004
72. H 0.1027
73. H 0.0933
74. H 0.0859
75. H 0.1008
76. H 0.1005
77. H 0.1096
78. H 0.0869
79. H 0.1046
80. H 0.1005
81. H 0.1035
82. H 0.0937
83. H 0.1012
84. H 0.1059
85. H 0.1008
86. H 0.1038
87. H 0.0954
88. H 0.1107
89. H 0.1019
90. H 0.1012
91. H 0.1084
92. H 0.0835
93. H 0.1047
94. H 0.0991
95. H 0.1013
96. H 0.0954
97. H 0.1047
98. H 0.1037
99. H 0.1015



Record 2
C4H8N2 | the ωB97M-V functional and the def2-TZVPD basis

The largest force on an atom comes out at 2.8 eV Å⁻¹. As for the SMILES: CN(C)CC#N. Its relative energy (zero: lowest compared OMol25 entry of this formula, charge and spin) is 205.3 kJ/mol.

Positions of all 14 atoms, in Å:
C  -0.64954  -1.48037  -0.14576
N  -0.02749  -0.25597  0.03133
C  1.27617  -0.04366  -0.46184
C  -0.76589  0.90573  0.14567
C  -0.27639  1.65533  1.26359
N  0.19473  2.29470  2.09177
H  -0.66996  -1.69209  -1.20680
H  -1.64131  -1.65039  0.25873
H  0.04219  -2.16747  0.31392
H  1.89057  0.40424  0.32531
H  1.08976  0.80503  -1.25496
H  1.77058  -0.95277  -0.84135
H  -1.84142  0.70380  0.30314
H  -0.36001  1.50270  -0.84457

Formally, the Löwdin partial charges of the atoms, in units of the elementary charge, are as follows:
1. C -0.0989
2. N -0.3656
3. C -0.0782
4. C -0.2270
5. C -0.2274
6. N 0.1540
7. H 0.0831
8. H 0.0932
9. H 0.0857
10. H 0.0852
11. H 0.1046
12. H 0.0982
13. H 0.1392
14. H 0.1539



Record-wise E_LUMO values, in eV: 0.04, 0.79
Record-wise DFT total energy values, in hartree: -4735.01792, -266.64379